No. 1
The molecule C10H12O in a non-equilibrium geometry. Source: the OMol25 dataset; level of theory: the ωB97M-V functional and the def2-TZVPD basis.

The geometry in ORCA input format:
```
! wB97M-V def2-TZVPD RIJCOSX def2/J DEFGRID3
* xyz 0 1
C -2.217 -1.465 0.349
C -1.500 -0.287 0.092
C -2.196 0.941 -0.010
C -1.516 2.195 -0.189
C -0.100 2.158 -0.079
C 0.555 0.921 -0.102
C 2.037 0.613 -0.213
C 2.143 -0.784 -0.605
C 0.830 -1.502 -0.027
C -0.111 -0.382 -0.083
H -2.166 -2.036 -0.557
H -3.336 -1.305 0.622
H -1.729 -2.250 1.076
H -3.260 1.031 -0.047
H -2.141 3.110 -0.130
H 0.534 2.968 -0.119
H 2.573 1.257 -0.944
H 2.163 0.313 1.609
H 3.201 -1.325 -0.402
H 1.912 -0.823 -1.711
H 0.916 -1.855 1.000
H 0.769 -2.517 -0.475
O 2.641 1.023 0.943
*
```

Its maximum force is 5.97 eV/A. The calculation puts the relative energy (zero: lowest compared OMol25 entry of this formula, charge and spin) at 1.983 eV. Its SMILES is Cc1cccc2c1CC[C@@H]2O. For the HOMO energy, the calculation gives -8.749 eV. The calculation puts the gap between HOMO and LUMO at 9.504 eV.

Here are the Mulliken charges for atoms 1 to 6, given in e:
1 C -1.408
2 C 1.219
3 C -0.790
4 C -0.580
5 C -0.896
6 C 0.397



No. 2
The molecule C3H3N3O in a non-equilibrium geometry. Source: the OMol25 dataset; level of theory: the ωB97M-V functional and the def2-TZVPD basis.

The geometry in ORCA input format:
```
! wB97M-V def2-TZVPD RIJCOSX def2/J DEFGRID3
* xyz 0 1
O 2.278 -1.287 -0.078
C 1.241 -0.723 0.135
N 1.089 0.698 0.465
N -0.087 1.332 0.217
C -1.092 0.679 -0.192
C -1.073 -0.753 -0.100
N -0.001 -1.421 0.142
H 1.523 1.526 0.083
H -1.918 1.298 -0.498
H -2.029 -1.267 -0.168
*
```

Its maximum force is 3.11 eV/A. The calculation puts the relative energy (zero: lowest compared OMol25 entry of this formula, charge and spin) at 2.138 eV. Its SMILES is O=c1nccn[nH]1. For the HOMO energy, the calculation gives -9.995 eV. The calculation puts the gap between HOMO and LUMO at 9.497 eV.

Here are the Mulliken charges for atoms 1 to 6, given in e:
1 O -0.501
2 C 0.393
3 N -0.024
4 N -0.489
5 C -0.123
6 C 0.041



No. 3
A structure of composition C31H48GaO2P2 in a non-equilibrium geometry. Source: the OMol25 dataset; level of theory: the ωB97M-V functional and the def2-TZVPD basis.

The geometry in ORCA input format:
```
! wB97M-V def2-TZVPD RIJCOSX def2/J DEFGRID3
* xyz 1 1
Ga -2.425 0.376 -3.739
C 1.074 0.434 2.115
C 2.089 0.808 1.190
C 0.252 2.133 0.786
C -0.044 1.282 1.886
C 1.587 1.862 0.383
C 1.163 -0.648 3.113
H 2.190 -0.756 3.480
H 0.863 -1.616 2.680
H 0.507 -0.452 3.969
C -1.301 1.274 2.648
H -1.174 0.797 3.626
H -2.071 0.704 2.115
H -1.690 2.288 2.800
C -0.664 3.125 0.195
H -0.975 3.875 0.938
H -1.577 2.653 -0.203
H -0.168 3.652 -0.627
C 2.367 2.561 -0.650
H 3.354 2.841 -0.263
H 1.860 3.470 -0.977
H 2.537 1.935 -1.536
C 3.460 0.280 1.100
H 4.207 1.057 1.328
H 3.684 -0.075 0.084
H 3.618 -0.553 1.792
C 1.158 -3.111 -0.503
C 2.374 -3.118 0.062
C 3.663 -2.874 -0.651
C 3.674 -2.905 -2.195
C 3.546 -1.545 -2.841
C 2.512 -0.699 -2.685
C 1.220 -1.009 -1.996
C 0.813 -2.492 -1.828
H 4.392 -3.646 -0.336
H 2.927 -3.641 -2.539
H 4.143 -1.933 -0.339
H 1.204 -3.093 -2.649
H 0.343 -3.637 0.013
H 2.513 -3.443 1.124
H -0.277 -2.581 -1.931
H 1.177 -0.479 -1.023
H 2.607 0.323 -3.089
H 0.396 -0.545 -2.571
H 4.689 -3.268 -2.465
H 4.405 -1.242 -3.483
P -2.424 -1.391 -5.092
P -2.260 1.739 -5.559
C -2.751 -0.862 -6.804
C -2.904 0.679 -6.968
H -3.676 -1.368 -7.133
H -1.944 -1.249 -7.452
H -2.403 1.007 -7.902
H -3.985 0.920 -7.050
C -2.749 3.407 -6.137
H -2.346 4.159 -5.450
H -3.841 3.512 -6.151
H -2.372 3.639 -7.150
C -0.437 1.704 -5.779
H -0.142 1.650 -6.831
H 0.012 0.863 -5.242
H -0.048 2.626 -5.338
C -3.662 -2.682 -4.678
H -3.564 -2.980 -3.622
H -3.539 -3.580 -5.310
H -4.674 -2.278 -4.836
C -0.783 -2.218 -5.161
H -0.263 -1.939 -6.087
H -0.917 -3.308 -5.143
H -0.194 -1.912 -4.284
O -2.784 -0.612 -2.054
C -3.141 0.137 -1.015
O -3.469 1.330 -1.070
C -3.106 -0.642 0.252
C -4.087 -0.354 1.205
C -4.041 -0.985 2.432
C -3.031 -1.915 2.708
C -2.096 -2.275 1.717
C -2.148 -1.643 0.469
H -4.842 0.386 0.950
H -4.796 -0.727 3.167
H -2.988 -2.375 3.699
H -1.339 -3.043 1.927
H -1.452 -1.915 -0.333
*
```

Its maximum force is 3.72 eV/A. The calculation puts the relative energy (zero: lowest compared OMol25 entry of this formula, charge and spin) at 0.348 eV. For the HOMO energy (alpha / beta), the calculation gives -8.499 / -8.600 eV. The calculation puts the gap between HOMO and LUMO (alpha / beta) at 4.949 / 4.678 eV.

Here are the Mulliken charges for atoms 1 to 6, given in e:
1 Ga 0.756
2 C 0.157
3 C 0.908
4 C 0.565
5 C 0.909
6 C 0.686



No. 4
The molecule C4H5N3 in a non-equilibrium geometry. Source: the OMol25 dataset; level of theory: the ωB97M-V functional and the def2-TZVPD basis.

The geometry in ORCA input format:
```
! wB97M-V def2-TZVPD RIJCOSX def2/J DEFGRID3
* xyz 0 1
C -1.941 -0.396 -0.039
C -0.494 -0.211 0.005
C 1.794 -0.038 -0.124
C 0.091 1.234 0.048
H -2.419 0.388 -0.700
H -2.041 -0.135 1.155
H -2.266 -1.417 -0.396
H 2.962 -1.587 0.021
H -0.549 2.221 0.365
N 0.571 -0.903 -0.208
N 2.938 -0.467 0.132
N 1.354 1.312 -0.261
*
```

Its maximum force is 5.25 eV/A. The calculation puts the relative energy (zero: lowest compared OMol25 entry of this formula, charge and spin) at 3.202 eV. Its SMILES is [H]/N=C1/N=CC(C)=N1. For the HOMO energy, the calculation gives -10.162 eV. The calculation puts the gap between HOMO and LUMO at 9.490 eV.

Here are the Mulliken charges for atoms 1 to 6, given in e:
1 C -0.876
2 C 0.568
3 C 0.426
4 C 0.105
5 H 0.278
6 H 0.257



No. 5
A cluster of 6 separate species, C38H38N6O3 in total in a non-equilibrium geometry. Source: the OMol25 dataset; level of theory: the ωB97M-V functional and the def2-TZVPD basis.

The geometry in ORCA input format:
```
! wB97M-V def2-TZVPD RIJCOSX def2/J DEFGRID3
* xyz 0 1
N 2.372 -0.377 0.270
C 0.999 0.063 -0.008
C 0.986 1.493 -0.609
O 1.927 1.513 -1.686
C -0.370 1.906 -1.226
C -1.597 1.627 -0.373
C -1.623 1.573 0.953
C -2.922 1.239 1.640
O -3.277 1.742 2.686
C -3.779 0.242 0.882
C -4.522 -0.709 1.534
C -5.245 -1.596 0.760
C -5.242 -1.525 -0.609
C -4.497 -0.569 -1.271
C -3.764 0.309 -0.507
C -2.883 1.363 -1.133
O -3.170 1.971 -2.145
H 2.894 0.356 0.731
H 2.824 -0.673 -0.584
H 0.496 -0.660 -0.665
H 0.482 0.003 0.957
H 1.294 2.255 0.120
H 1.811 0.689 -2.175
H -0.356 2.968 -1.503
H -0.504 1.359 -2.170
H -0.700 1.731 1.505
H -4.493 -0.758 2.618
H -5.823 -2.365 1.267
H -5.793 -2.233 -1.223
H -4.440 -0.483 -2.352
N -5.468 -3.728 3.550
C -5.135 -3.343 4.783
C -4.109 -3.916 5.519
C -3.389 -4.951 4.945
C -3.720 -5.367 3.666
C -4.761 -4.724 3.016
H -5.727 -2.533 5.193
H -3.882 -3.561 6.514
H -2.581 -5.426 5.487
H -3.183 -6.172 3.183
H -5.052 -5.014 2.012
N 0.600 -3.213 -2.068
C 1.467 -4.097 -1.574
C 1.141 -5.411 -1.275
C -0.160 -5.831 -1.497
C -1.077 -4.927 -2.007
C -0.647 -3.638 -2.276
H 2.472 -3.722 -1.413
H 1.887 -6.085 -0.878
H -0.455 -6.849 -1.275
H -2.103 -5.215 -2.194
H -1.330 -2.897 -2.679
N 5.324 -1.896 -0.249
C 5.969 -0.821 0.219
C 7.067 -0.891 1.061
C 7.523 -2.141 1.446
C 6.868 -3.266 0.975
C 5.781 -3.088 0.133
H 5.578 0.134 -0.103
H 7.551 0.013 1.406
H 8.378 -2.237 2.105
H 7.192 -4.260 1.253
H 5.241 -3.942 -0.262
N -5.420 6.220 -3.793
C -4.820 7.326 -3.354
C -3.714 7.323 -2.518
C -3.204 6.101 -2.111
C -3.812 4.938 -2.553
C -4.912 5.054 -3.390
H -5.256 8.258 -3.696
H -3.267 8.254 -2.196
H -2.341 6.057 -1.457
H -3.446 3.961 -2.258
H -5.419 4.172 -3.764
N 5.955 2.343 0.213
C 4.956 3.203 0.410
C 5.041 4.559 0.137
C 6.234 5.053 -0.365
C 7.285 4.176 -0.575
C 7.094 2.838 -0.272
H 4.042 2.773 0.806
H 4.196 5.210 0.314
H 6.342 6.106 -0.590
H 8.233 4.522 -0.965
H 7.888 2.114 -0.425
*
```

Its maximum force is 1.34 eV/A. Its SMILES is NC[C@@H](O)CC1=CC(=O)c2ccccc2C1=O.c1ccncc1.c1ccncc1.c1ccncc1.c1ccncc1.c1ccncc1. For the HOMO energy, the calculation gives -8.935 eV. The calculation puts the gap between HOMO and LUMO at 8.308 eV.

Here are the Mulliken charges for atoms 1 to 6, given in e:
1 N -0.520
2 C -1.007
3 C 0.248
4 O -0.596
5 C -0.895
6 C 0.637



No. 6
A cluster of 2 separate species, C25H27BF2NO3 in total in a non-equilibrium geometry. Source: the OMol25 dataset; level of theory: the ωB97M-V functional and the def2-TZVPD basis.

The geometry in ORCA input format:
```
! wB97M-V def2-TZVPD RIJCOSX def2/J DEFGRID3
* xyz 1 1
C 6.758 1.404 -2.242
C 5.528 1.825 -1.581
C 5.289 2.910 -0.776
C 3.924 2.812 -0.365
C 3.401 1.654 -0.890
B 1.953 1.000 -0.658
O 1.234 0.636 -1.864
C 1.041 -0.774 -1.985
C 1.849 -1.506 -0.910
N 2.081 -0.494 0.154
C 3.299 -0.742 0.962
C 0.888 -0.362 1.074
C 0.785 1.137 1.387
O 1.218 1.875 0.236
O 4.386 1.053 -1.660
H 7.508 2.188 -2.072
H 7.127 0.472 -1.801
H 6.613 1.287 -3.321
H 6.002 3.675 -0.500
H 3.417 3.542 0.270
H -0.039 -1.024 -1.881
H 1.354 -1.083 -2.997
H 1.309 -2.374 -0.515
H 2.804 -1.847 -1.313
H 3.142 -1.647 1.568
H 4.163 -0.897 0.307
H 3.489 0.107 1.632
H -0.013 -0.701 0.548
H 1.020 -0.976 1.973
H -0.254 1.434 1.623
H 1.420 1.378 2.262
F -1.524 -5.141 1.385
C -1.654 -4.441 0.211
C -1.287 -5.074 -0.976
C -1.418 -4.334 -2.163
C -1.820 -3.008 -2.138
C -2.076 -2.334 -0.909
C -2.448 -0.943 -0.893
C -3.148 -0.339 0.156
C -3.768 0.904 0.050
C -4.409 1.623 1.108
C -4.433 1.136 2.450
C -4.945 1.951 3.455
F -4.933 1.482 4.748
C -5.467 3.224 3.226
C -5.476 3.687 1.899
C -4.975 2.907 0.866
C -2.079 -3.121 0.280
H -0.925 -6.094 -0.973
H -1.164 -4.810 -3.110
H -2.014 -2.479 -3.079
H -2.381 -0.395 -1.849
H -3.345 -0.943 1.050
H -3.837 1.348 -0.953
H -4.022 0.161 2.691
H -5.848 3.828 4.044
H -5.884 4.674 1.690
H -4.975 3.291 -0.156
H -2.438 -2.718 1.224
*
```

Its maximum force is 2.02 eV/A. The calculation puts the relative energy (zero: lowest compared OMol25 entry of this formula, charge and spin) at 0.000 eV. For the HOMO energy, the calculation gives -9.345 eV. The calculation puts the gap between HOMO and LUMO at 3.064 eV.

Here are the Mulliken charges for atoms 1 to 6, given in e:
1 C -1.158
2 C 0.379
3 C -0.642
4 C -0.631
5 C 0.419
6 B 0.534



> Which value of maximum force does entry 4 give?

5.25 eV/A